No. 1
Computed, not measured: a gas-phase ion, C13H23N2 (charge +1) at a distorted geometry, with the ωB97M-V functional and the def2-TZVPD basis.

As for the LUMO energy (spin up / spin down): -3.43 / -6.36 eV. As for the total charge: +1. The orbital gap (spin up / spin down) comes out at 7.435 / 5.128 eV. As for the largest force on an atom: 5.36 eV Å⁻¹. The calculation puts the energy relative to the best compared isomer or geometry (same formula, charge and spin) at 0.0 kcal/mol. The expectation value of S² is 2.010. The HOMO energy (spin up / spin down) comes out at -10.9 / -11.5 eV. The spin multiplicity is 3.

```
38
C13H23N2, DFT the ωB97M-V functional and the def2-TZVPD basis
C 4.047 -0.542 0.139
C 2.742 -0.864 0.307
C 4.396 0.875 0.545
C 2.966 1.583 0.378
C -0.741 -0.399 -1.387
C 1.947 0.444 0.535
C -1.350 0.499 -0.235
C 1.536 -0.598 -0.409
C -3.251 -1.035 0.254
C -1.227 -1.076 1.741
C 0.756 -2.384 -1.624
C -2.495 2.765 -0.208
C -2.142 -0.244 0.836
N 0.538 -1.098 -1.013
N -2.234 1.481 -0.840
H 4.808 -1.311 0.046
H 4.623 0.762 1.539
H 5.157 1.212 -0.182
H 2.832 2.269 1.250
H 2.840 2.106 -0.640
H -1.449 -1.136 -1.730
H -0.529 0.266 -2.252
H 1.269 0.325 1.472
H -0.539 1.020 0.177
H -3.712 -1.641 1.075
H -2.956 -1.668 -0.543
H -3.961 -0.357 -0.115
H -1.016 -1.935 1.255
H -1.798 -1.243 2.786
H -0.304 -0.609 1.995
H 0.895 -2.397 -2.672
H 1.551 -2.884 -1.233
H -0.032 -3.126 -1.441
H -3.274 2.663 0.540
H -1.618 3.143 0.431
H -2.589 3.650 -0.951
H -2.634 0.568 1.415
H -3.051 0.912 -1.240
```

Here are the Löwdin charges for atoms 1 to 5, given in e: -0.029 0.039 -0.098 -0.077 -0.010


No. 2
Computed, not measured: a molecular structure, C13H23N2O2PV at a distorted geometry, with the ωB97M-V functional and the def2-TZVPD basis.

As for the LUMO energy (spin up / spin down): 0.55 / 0.39 eV. The orbital gap (spin up / spin down) comes out at 7.618 / 8.413 eV. As for the largest force on an atom: 3.80 eV Å⁻¹. The expectation value of S² is 3.774. The HOMO energy (spin up / spin down) comes out at -7.1 / -8.0 eV. The spin multiplicity is 4.

```
42
C13H23N2O2PV, DFT the ωB97M-V functional and the def2-TZVPD basis
C 0.459 3.270 -1.969
C -0.819 2.824 -1.601
C -0.942 1.802 -0.644
C 0.204 1.285 -0.083
C 1.480 1.669 -0.463
C 1.606 2.703 -1.403
C -2.246 1.221 -0.205
C -2.071 -0.269 0.235
N -2.386 -1.152 -0.838
V -0.392 0.133 1.661
C 2.622 0.936 0.175
P 1.871 -0.640 0.841
H -1.718 3.248 -2.040
H 2.609 3.036 -1.679
H 0.560 4.063 -2.705
H 3.041 1.479 1.038
H 3.437 0.691 -0.520
H -2.674 1.773 0.653
H -2.991 1.256 -1.009
H -0.955 -0.649 0.387
C 3.255 -1.287 1.828
C 1.928 -1.666 -0.668
H -2.718 -0.523 1.089
C -1.522 -1.149 -1.975
C -3.033 -2.388 -0.537
H 0.030 -1.649 2.664
H -2.032 -1.709 -2.770
H -1.326 -0.123 -2.316
H -0.537 -1.623 -1.813
H -3.376 -2.825 -1.480
H -2.394 -3.127 -0.023
H -3.897 -2.196 0.114
H 2.975 -1.837 -0.956
H 1.443 -2.624 -0.445
H 1.404 -1.175 -1.495
H 4.200 -1.207 1.268
H 3.318 -0.706 2.759
H 3.047 -2.339 2.068
H -0.747 -1.826 2.340
O -1.320 0.867 3.452
N -0.213 1.310 3.886
O 0.820 1.125 3.178
```

Here are the Löwdin charges for atoms 1 to 5, given in e: -0.085 -0.042 -0.288 -0.177 -0.318


| no. | E_tot (eV) |
| --- | --- |
| 1 | -16820.09653 |
| 2 | -55900.52705 |